No. 1
A cluster of 7 separate species, C25H49BF3IN8O11 in total at a distorted geometry, computed with ωB97M-V/def2-TZVPD.

## Properties
Total energy = -78087.4798 eV
E_HOMO = -8.54 eV
HOMO-LUMO gap = 7.38 eV
E_LUMO = -0.0425 Eh
SMILES = O=C(F)N(C(=O)F)[C@@]1(F)CNC(=O)[C@]1(I)CB(O)O.CN(C)C=O.CN(C)C=O.CN(C)C=O.CN(C)C=O.CN(C)C=O.CN(C)C=O
Max |F| = 10.194 eV/Å

Last column: Löwdin charge in e.
Cartesian coordinates (Å):
O: 3.36875 3.46424 2.86073  0.023
C: 2.71064 3.97729 1.78387  -0.201
F: 2.48371 5.44055 1.80260  0.023
N: 2.34023 3.01689 0.67534  0.103
C: 3.53402 3.10309 -0.29821  -0.142
O: 4.42817 4.08995 -0.11551  0.062
F: 3.79708 2.14041 -1.39219  0.038
C: 1.14205 3.47040 -0.12661  -0.309
F: 1.52876 4.35093 -1.27740  -0.036
C: 0.65999 2.09449 -0.94582  -0.084
N: -0.75955 2.38442 -1.47671  0.042
C: -1.37947 3.20504 -0.35995  -0.334
O: -2.71303 3.20861 -0.27726  -0.020
C: -0.24022 3.93137 0.62187  -0.605
I: -0.77804 3.12111 2.57909  1.040
C: -0.48491 5.51300 0.27248  -0.080
B: -1.68399 6.24414 1.12544  -0.471
O: -2.99525 5.66970 1.48365  0.027
O: -1.45273 7.66905 1.55390  -0.004
H: 0.73242 1.08467 -0.33961  0.121
H: 1.26353 2.11344 -1.97562  0.147
H: -0.68257 3.07498 -2.25733  0.129
H: 0.47938 6.18580 0.39605  0.129
H: -0.75002 5.56379 -0.89012  0.149
H: -3.33502 6.01429 2.36596  0.127
H: -1.67240 8.24816 0.74116  0.126
C: 1.08604 -3.81608 -1.96086  -0.067
N: 0.87792 -2.40019 -1.74078  -0.184
C: 1.53849 -1.45227 -2.61410  -0.043
C: 0.07197 -1.92596 -0.72777  -0.311
O: -0.14636 -0.74519 -0.48723  -0.037
H: 2.15327 -4.03563 -1.86623  0.091
H: 0.74652 -4.07105 -2.96876  0.069
H: 0.53065 -4.41401 -1.23300  0.081
H: 2.18130 -0.80216 -2.01279  0.083
H: 0.78128 -0.83749 -3.11014  0.089
H: 2.13968 -1.97266 -3.36454  0.090
H: -0.38096 -2.72988 -0.12406  0.124
C: -5.17034 -0.53310 -2.68619  -0.065
N: -3.78296 -0.90247 -2.49850  -0.196
C: -3.04261 -0.30726 -1.40525  -0.044
C: -3.14482 -1.80164 -3.32610  -0.328
O: -1.97731 -2.15682 -3.22362  -0.001
H: -5.22941 0.54589 -2.85475  0.091
H: -5.73127 -0.79531 -1.78467  0.088
H: -5.60465 -1.05465 -3.54358  0.082
H: -2.18156 0.23281 -1.81063  0.073
H: -2.68112 -1.10197 -0.74560  0.077
H: -3.67618 0.38114 -0.83948  0.091
H: -3.79799 -2.19342 -4.12346  0.128
C: 4.78709 0.31387 3.61364  -0.061
N: 3.58531 -0.37010 3.18426  -0.199
C: 3.31728 -1.69917 3.69352  -0.052
C: 2.68891 0.20259 2.30725  -0.316
O: 1.65666 -0.31908 1.90469  0.000
H: 5.65644 -0.28369 3.32504  0.088
H: 4.76187 0.42410 4.70146  0.091
H: 4.86311 1.30328 3.15424  0.074
H: 3.24958 -2.39585 2.85242  0.091
H: 2.35934 -1.69142 4.22236  0.092
H: 4.11095 -2.01923 4.37401  0.086
H: 2.98819 1.21290 1.98224  0.092
C: -3.22229 -4.43777 -0.86929  -0.066
N: -2.98727 -5.62662 -0.07690  -0.200
C: -2.23070 -5.50929 1.15250  -0.047
C: -3.46012 -6.86531 -0.45467  -0.341
O: -3.29769 -7.90777 0.16710  0.000
H: -2.25859 -4.01414 -1.16586  0.069
H: -3.77186 -3.71178 -0.26343  0.092
H: -3.80344 -4.67015 -1.76596  0.086
H: -1.34591 -6.14997 1.08865  0.094
H: -2.85197 -5.84895 1.98678  0.094
H: -1.92402 -4.47325 1.31975  0.083
H: -4.02139 -6.84230 -1.40355  0.122
C: 3.28035 8.47577 3.88130  -0.066
N: 2.14186 8.22105 4.73887  -0.207
C: 1.38035 9.34536 5.24249  -0.052
C: 1.75982 6.94405 5.09094  -0.325
O: 0.81030 6.65924 5.80998  0.001
H: 4.00315 9.08974 4.42603  0.087
H: 2.93971 9.01222 2.99117  0.088
H: 3.76056 7.54204 3.57585  0.081
H: 1.40100 9.32805 6.33643  0.092
H: 0.34267 9.25096 4.90832  0.092
H: 1.79924 10.28837 4.88102  0.086
H: 2.40573 6.16423 4.65434  0.123
C: -2.05170 -8.87255 -4.25272  -0.061
N: -0.84625 -8.07268 -4.19308  -0.204
C: 0.38299 -8.61943 -4.72938  -0.050
C: -0.83107 -6.80869 -3.64285  -0.298
O: 0.15060 -6.08112 -3.56097  -0.001
H: -1.88715 -9.80201 -3.70032  0.092
H: -2.27299 -9.10135 -5.29906  0.089
H: -2.90030 -8.33998 -3.81451  0.080
H: 1.13235 -8.65917 -3.93296  0.094
H: 0.74829 -7.96192 -5.52413  0.093
H: 0.21689 -9.62334 -5.12934  0.088
H: -1.81694 -6.49017 -3.26533  0.125

No. 2
A structure of composition C11H23CdN2O5P2 at a distorted geometry, computed with ωB97M-V/def2-TZVPD.

## Properties
Total energy = -48131.4158 eV
Relative energy (zero: lowest compared OMol25 entry of this formula, charge and spin) = 0.0 kcal per mole
E_HOMO = -12.01 eV
HOMO-LUMO gap = 7.96 eV
E_LUMO = -0.1487 Eh
Charge = +1
Max |F| = 1.544 eV/Å

Last column: natural (NBO) charge in e.
Cartesian coordinates (Å):
Cd: 0.43663 -0.45508 -0.35930  1.420
P: -2.01432 -0.62079 -1.01448  0.798
C: -2.77391 1.05762 -1.29305  -0.744
C: -2.28749 2.04651 -0.24909  0.225
N: -1.11823 1.81990 0.36326  -0.537
C: -0.68287 2.68136 1.29165  0.222
C: -1.40179 3.83932 1.62514  -0.241
C: -2.60383 4.10341 0.96549  -0.124
C: -3.05886 3.18179 0.02355  -0.239
C: 0.61837 2.39393 2.01078  -0.735
P: 1.73948 1.26072 1.04401  0.781
H: -3.99187 3.32635 -0.50682  0.233
H: -1.01703 4.51691 2.38084  0.233
H: -3.16922 4.99784 1.18464  0.239
H: 1.12990 3.36295 2.15975  0.258
H: 0.37452 1.95000 2.99711  0.272
H: -2.46803 1.44438 -2.28988  0.272
H: -3.87308 0.97004 -1.19855  0.256
H: 1.91223 1.71685 -4.20241  0.477
O: 1.03714 2.12364 -4.36321  -0.960
H: 1.20048 2.86368 -4.98465  0.483
H: 4.53249 0.28033 -1.93525  0.464
O: 4.80709 0.93159 -2.63117  -0.950
H: 5.75938 0.75114 -2.78330  0.489
C: 2.76853 2.45951 0.14245  -0.953
H: 3.26010 3.15283 0.84400  0.249
H: 3.53468 1.92350 -0.43882  0.260
H: 2.16520 3.04748 -0.56753  0.264
C: 2.82194 0.56874 2.32485  -0.950
H: 3.57050 -0.07040 1.82737  0.259
H: 3.34187 1.37400 2.87839  0.251
H: 2.25140 -0.05119 3.03707  0.274
C: -3.13804 -1.38904 0.17806  -0.954
H: -4.15162 -1.41554 -0.25723  0.247
H: -2.79652 -2.41550 0.39013  0.285
H: -3.17612 -0.83971 1.12883  0.264
C: -2.33753 -1.52614 -2.54975  -0.952
H: -1.99386 -2.56375 -2.37937  0.264
H: -3.42269 -1.51343 -2.74531  0.247
H: -1.77792 -1.08691 -3.39283  0.260
O: 1.33355 -3.93546 0.14714  -0.418
N: 0.39056 -3.52364 0.82299  0.710
O: -0.51125 -4.17537 1.33447  -0.390
O: 0.30222 -2.15734 1.04819  -0.809

No. 3
The molecule C3H3NO2S2 at a distorted geometry, computed with ωB97M-V/def2-TZVPD.

## Properties
Total energy = -30411.6120 eV
Relative energy (zero: lowest compared OMol25 entry of this formula, charge and spin) = 75.3 kcal per mole
E_HOMO = -8.69 eV
HOMO-LUMO gap = 8.29 eV
E_LUMO = -0.0150 Eh
SMILES = On1oc(=S)cc1S
Max |F| = 1.295 eV/Å

Last column: natural (NBO) charge in e.
Cartesian coordinates (Å):
O: -0.50494 -0.12020 1.86801  -0.541
N: -0.70599 -0.35839 0.51518  0.099
O: -1.27755 0.82122 -0.05662  -0.327
C: -0.54204 1.17427 -1.14159  0.171
S: -1.02652 2.38463 -2.13597  -0.074
C: 0.61570 0.31545 -1.20809  -0.343
C: 0.53418 -0.52144 -0.15713  0.018
S: 1.61143 -1.80176 0.33592  0.095
H: -1.30874 -0.49029 2.29103  0.490
H: 1.38486 0.38170 -1.93196  0.256
H: 1.21960 -1.78519 1.62122  0.157